{
  "formula": "C29H45AsN5O3RbS3",
  "method": "the ωB97M-V functional and the def2-TZVPD basis",
  "species": ["Rb", "C", "C", "N", "C", "C", "S", "C", "C", "N", "H", "H", "H", "H", "H", "H", "H", "H", "H", "H", "H", "H", "H", "H", "S", "C", "C", "C", "C", "C", "N", "H", "H", "H", "H", "O", "C", "N", "C", "O", "C", "C", "C", "C", "N", "C", "H", "H", "H", "H", "H", "H", "H", "H", "C", "As", "C", "C", "C", "C", "C", "C", "C", "C", "H", "H", "H", "H", "H", "H", "H", "H", "H", "H", "H", "H", "H", "C", "S", "C", "O", "H", "H", "H", "H", "H", "H"],
  "coordinates": [[0.043863, -0.080429, -0.066261], [1.740362, -2.258698, 2.906767], [2.848875, -1.665501, 2.031769], [2.559840, -1.712459, 0.611501], [2.754005, -2.956281, -0.102699], [1.741201, -4.068296, 0.184732], [-0.022817, -3.627680, 0.058112], [-0.611599, -3.891145, 1.761272], [-0.677599, -2.671332, 2.694228], [0.431775, -1.760290, 2.539058], [1.997660, -2.063938, 3.958155], [1.735990, -3.344048, 2.807437], [3.795971, -2.167797, 2.291799], [2.962815, -0.610708, 2.296333], [3.050371, -0.976187, 0.120830], [3.750219, -3.396937, 0.079008], [2.706996, -2.713057, -1.166924], [1.899974, -4.504709, 1.168930], [1.920028, -4.866757, -0.537054], [0.009743, -4.682421, 2.182543], [-1.616289, -4.309451, 1.675559], [-0.789136, -3.069419, 3.716800], [-1.592843, -2.115896, 2.489975], [0.242691, -0.849319, 2.936825], [-0.753429, 2.603343, -1.774904], [-0.946891, 1.417947, -3.028980], [-1.798379, 1.674956, -4.129330], [-1.941025, 0.742149, -5.126651], [-1.238477, -0.462291, -5.046022], [-0.430734, -0.645469, -3.944576], [-0.281535, 0.246747, -2.959619], [-2.325650, 2.617814, -4.163073], [-2.591748, 0.944306, -5.969399], [-1.312999, -1.221626, -5.812193], [0.140593, -1.564009, -3.832842], [-7.257409, -4.731212, 0.568421], [-7.237422, -3.392431, 1.050643], [-6.374409, -3.307218, 2.180689], [-5.067345, -2.905013, 2.213119], [-4.487147, -2.753359, 3.271483], [-4.357521, -2.655623, 0.919375], [-4.354194, -3.542739, -0.151417], [-3.557847, -3.252165, -1.245008], [-2.794437, -2.093273, -1.229282], [-2.792207, -1.237227, -0.209839], [-3.558237, -1.522450, 0.836494], [-7.959416, -4.817837, -0.085314], [-8.241520, -3.090639, 1.357556], [-6.884469, -2.705896, 0.279043], [-6.746194, -3.547478, 3.086682], [-4.948532, -4.446950, -0.116256], [-3.506227, -3.920722, -2.093017], [-2.148600, -1.843768, -2.064786], [-3.535842, -0.825291, 1.667391], [5.208887, 1.521544, -1.702424], [3.282363, 1.160346, -1.637662], [2.770065, 2.190958, -3.209777], [2.788438, 2.425177, -0.183113], [3.152388, 3.857354, -0.409468], [4.345884, 4.381470, 0.083346], [4.692297, 5.705669, -0.147433], [3.845884, 6.529674, -0.874513], [2.652021, 6.018398, -1.367217], [2.306652, 4.694796, -1.140019], [5.406365, 2.590247, -1.790559], [5.624416, 1.009733, -2.570412], [5.697410, 1.135373, -0.807536], [3.289366, 3.148744, -3.231371], [1.692981, 2.353154, -3.184951], [3.030512, 1.609958, -4.094287], [3.268806, 2.032836, 0.717419], [1.713451, 2.312292, -0.070137], [5.007793, 3.744346, 0.659991], [5.623703, 6.094501, 0.245031], [4.113537, 7.562959, -1.054672], [1.983871, 6.653378, -1.935698], [1.379054, 4.292828, -1.535959], [-0.629583, 3.009202, 4.152576], [0.496261, 2.738097, 2.778890], [-0.407480, 3.704377, 1.571629], [0.322500, 1.292203, 2.407637], [-0.639596, 4.067494, 4.410439], [-0.263152, 2.426522, 4.995088], [-1.622141, 2.668341, 3.859622], [-0.439884, 4.742073, 1.902924], [-1.407920, 3.288712, 1.452215], [0.122013, 3.637447, 0.623285]],
  "forces_ev_per_a": [[-0.074, -0.153, 0.029], [-0.003, -0.011, 0.000], [0.035, -0.020, 0.022], [-0.038, 0.008, -0.070], [-0.011, -0.014, 0.042], [-0.024, 0.011, -0.009], [0.013, 0.006, 0.040], [0.006, 0.010, -0.002], [-0.002, -0.013, -0.006], [0.009, 0.016, -0.005], [-0.004, 0.005, 0.000], [-0.002, 0.004, -0.003], [0.002, 0.006, -0.008], [-0.011, 0.002, 0.007], [0.017, -0.008, -0.011], [0.005, 0.010, -0.001], [0.005, 0.000, -0.001], [-0.002, -0.008, -0.003], [0.008, -0.002, 0.004], [-0.003, 0.000, 0.011], [0.008, 0.002, -0.010], [0.002, 0.002, 0.002], [-0.001, -0.001, -0.016], [0.020, -0.003, 0.008], [-0.061, -0.007, 0.002], [-0.033, 0.037, 0.001], [0.000, -0.020, -0.031], [-0.008, 0.026, 0.014], [0.010, -0.027, -0.009], [-0.005, 0.021, 0.002], [0.032, -0.027, -0.021], [0.007, 0.005, 0.013], [0.001, -0.006, -0.003], [0.002, -0.001, 0.001], [0.001, -0.002, -0.002], [0.015, -0.014, 0.006], [0.002, 0.004, 0.000], [0.014, 0.013, -0.016], [-0.004, -0.073, 0.001], [0.004, 0.027, 0.009], [-0.022, -0.009, -0.005], [-0.028, -0.004, 0.038], [0.047, 0.014, -0.040], [-0.055, -0.042, -0.062], [0.007, 0.056, 0.061], [0.031, 0.029, -0.006], [-0.003, 0.012, -0.001], [-0.002, -0.001, -0.004], [0.017, 0.002, -0.008], [0.003, 0.000, 0.003], [-0.013, 0.001, -0.008], [-0.006, -0.002, 0.001], [-0.016, 0.009, -0.009], [-0.001, 0.003, -0.003], [-0.006, 0.048, 0.008], [0.011, -0.024, -0.003], [0.005, -0.007, 0.016], [0.187, -0.003, -0.002], [-0.013, -0.001, 0.013], [0.012, 0.002, 0.003], [0.003, -0.008, 0.008], [-0.011, 0.000, -0.008], [0.006, 0.016, 0.001], [0.023, -0.024, 0.015], [-0.005, 0.000, 0.005], [0.004, -0.004, 0.005], [-0.001, -0.004, 0.001], [0.003, -0.001, -0.002], [-0.002, -0.009, -0.008], [-0.012, 0.003, -0.008], [-0.004, 0.016, 0.010], [-0.114, 0.024, -0.052], [0.000, 0.000, -0.001], [0.000, -0.002, 0.001], [-0.001, 0.000, -0.001], [-0.001, -0.002, 0.000], [-0.002, 0.010, -0.004], [0.032, -0.014, -0.029], [-0.042, 0.053, 0.064], [0.023, -0.060, -0.009], [0.007, 0.107, 0.020], [0.004, 0.003, -0.005], [0.001, -0.005, -0.004], [-0.001, -0.002, 0.008], [0.011, -0.001, 0.023], [-0.002, 0.004, 0.001], [-0.008, 0.010, -0.009]],
  "relative_energy_kcal_mol": 0.0,
  "total_energy_ha": -5085.9894,
  "multiplicity": 1,
  "homo_ev": -6.440
}